(1)
Computed, not measured: a structure of composition C16H17F6HfNO3PSe2Te2 in a non-equilibrium geometry, with the ωB97M-V functional and the def2-TZVPD basis.

The geometry in ORCA input format:
```
! RIJCOSX wB97M-V def2-TZVPD def2/J DEFGRID3
* xyz 0 2
Hf -1.0812 -1.0839 -0.1419
Se -3.4469 0.0685 0.5619
Te -2.9878 0.9798 2.8185
Te -2.0465 -1.2885 4.1171
Se -1.7059 -2.8068 2.4024
F -2.4710 -2.5792 -0.8722
P -1.6331 -4.0933 -1.3509
F -1.8622 -4.5053 0.1359
F -0.2855 -3.1305 -0.7986
F -0.7312 -5.3706 -1.7124
F -1.4993 -3.3634 -2.7625
F -2.9923 -4.7752 -1.7867
O 0.6981 1.2505 3.6681
C 1.7279 0.3965 3.5096
C 2.6907 0.3961 4.5244
C 3.7229 -0.5212 4.4015
C 3.8492 -1.3717 3.3539
C 2.9405 -1.3362 2.3200
C 1.8554 -0.4577 2.4131
C 0.8669 -0.5722 1.3210
O -0.2462 0.0732 1.3676
O 1.0284 -1.3358 0.3396
H -0.1003 1.0785 3.1145
H 2.5434 0.9231 5.4417
H 4.5111 -0.4929 5.1362
H 4.6838 -2.0027 3.3224
H 3.1697 -1.9630 1.3825
C 1.3372 2.6340 0.2474
N 0.2299 2.1016 -0.5727
C -0.8796 3.0280 -0.6965
C 0.7221 1.7286 -1.9096
C -0.4564 1.1421 -2.6717
C -0.6962 1.7319 -3.8620
C -1.6259 1.2240 -4.7481
C -2.4593 0.2423 -4.2645
C -2.3108 -0.3519 -2.9812
C -1.2368 0.0423 -2.1088
H 1.1539 2.5755 1.3562
H 1.6290 3.6613 -0.0665
H 2.2230 2.0536 0.0527
H -1.2236 3.5764 0.2225
H -1.8070 2.5245 -1.0039
H -0.6553 3.8226 -1.3680
H 1.5877 1.0332 -1.7804
H 1.1380 2.5803 -2.5108
H 0.1078 2.3089 -4.2922
H -1.6879 1.4825 -5.7452
H -3.2683 -0.0979 -4.8818
H -3.0198 -1.1600 -2.6417
*
```

Energy relative to the best compared isomer or geometry (same formula, charge and spin): 0.223 eV
⟨S²⟩: 0.758
Kohn-Sham gap (alpha / beta): 6.936 / 5.613 eV
E_LUMO (alpha / beta): -1.03 / -2.53 eV

natural (NBO) atomic charge list, values in e, 6 entries: atom 1 (Hf): 2.17, atom 2 (Se): -0.48, atom 3 (Te): 0.15, atom 4 (Te): 0.40, atom 5 (Se): -0.32, atom 6 (F): -0.61

***

(2)
Computed, not measured: the molecule C16H17FIN3O4, with the ωB97M-V functional and the def2-TZVPD basis.

The geometry in ORCA input format:
```
! RIJCOSX wB97M-V def2-TZVPD def2/J DEFGRID3
* xyz 0 1
C 2.3137 3.7071 -0.9402
C 1.3945 2.6150 -0.4975
C 1.7369 1.3030 -0.5050
C 0.8354 0.2889 -0.0938
C 1.1712 -1.1422 -0.1488
O 0.5805 -2.0052 0.4917
N 2.2542 -1.4493 -0.9148
O 2.5895 -2.7854 -1.1771
C 3.1960 -3.4389 -0.0658
C 4.5955 -2.8906 0.2159
O 5.4815 -3.1437 -0.8448
C -0.4131 0.6823 0.3877
N -1.3079 -0.2436 0.8574
C -2.6481 -0.3329 0.5127
C -3.2140 0.3228 -0.5805
C -4.5574 0.1848 -0.8781
C -5.3573 -0.6252 -0.0928
I -7.4092 -0.8320 -0.5445
C -4.8256 -1.3131 0.9855
C -3.4866 -1.1575 1.2705
F -2.9590 -1.8208 2.3184
N -0.7317 2.0005 0.4709
C -1.9066 2.4400 1.1952
C 0.1028 3.0317 -0.0059
O -0.2799 4.1856 0.0591
H 3.2947 3.3166 -1.1962
H 2.4110 4.4493 -0.1498
H 1.8909 4.2178 -1.8045
H 2.7340 1.0308 -0.8186
H 2.5712 -0.8362 -1.6499
H 2.5574 -3.3590 0.8179
H 3.2510 -4.4808 -0.3864
H 5.0134 -3.3788 1.0978
H 4.5280 -1.8085 0.4116
H 5.0160 -2.9655 -1.6717
H -0.8504 -1.1387 1.0789
H -2.5859 0.9236 -1.2210
H -4.9722 0.7024 -1.7286
H -5.4278 -1.9590 1.6040
H -2.0889 1.7823 2.0429
H -1.7061 3.4549 1.5399
H -2.7918 2.4675 0.5582
*
```

Structure (SMILES): Cc1cc(C(=O)NOCCO)c(Nc2ccc(I)cc2F)n(C)c1=O
Kohn-Sham gap: 8.474 eV
E_LUMO: 0.36 eV

natural (NBO) atomic charge list, values in e, 6 entries: atom 1 (C): -0.62, atom 2 (C): -0.13, atom 3 (C): -0.12, atom 4 (C): -0.31, atom 5 (C): 0.64, atom 6 (O): -0.65

***

(3)
Computed, not measured: a cluster of 2 separate species, C16H17N in total in a non-equilibrium geometry, with the ωB97M-V functional and the def2-TZVPD basis.

The geometry in ORCA input format:
```
! RIJCOSX wB97M-V def2-TZVPD def2/J DEFGRID3
* xyz -1 2
C -1.6699 5.2574 -1.2730
C -2.9479 2.3011 0.8387
C -2.0011 2.8988 0.0726
C -2.3646 4.2897 -0.3195
C -3.5529 4.4366 0.2635
C -1.3843 0.4790 0.8048
C -2.5865 0.9753 1.2810
C -0.4992 0.9703 -0.0795
C -0.7559 2.2708 -0.3909
N -3.9338 3.2330 0.9602
H -1.0568 -0.5968 1.0809
H -3.2365 0.4620 2.0186
H 0.2025 0.4210 -0.5227
H -0.2894 2.9651 -1.0919
H -4.8028 3.0323 1.2484
H -4.1661 5.3285 0.3607
H -0.6301 4.9345 -1.4278
H -1.5579 6.1778 -0.6838
H -2.1987 5.3695 -2.2397
C 3.9486 -3.1869 1.6379
C 1.0299 -4.4930 -0.3716
C 1.7566 -4.2734 0.7962
C 1.4187 -4.2075 -1.6633
C 2.9836 -3.6117 0.5627
C 2.6070 -3.5538 -1.8719
C 3.3904 -3.2435 -0.8019
H 0.0832 -4.9924 -0.2944
H 1.4083 -4.4062 1.8661
H 0.9390 -4.5511 -2.6394
H 2.8541 -3.0796 -2.8627
H 3.5917 -2.1553 2.0755
H 4.9460 -2.8476 1.0461
H 4.3007 -2.6906 -0.8526
H 4.1743 -3.9132 2.4726
*
```

Energy relative to the best compared isomer or geometry (same formula, charge and spin): 2.747 eV
⟨S²⟩: 0.751
Kohn-Sham gap (alpha / beta): 1.813 / 8.286 eV
E_LUMO (alpha / beta): 2.96 / 2.88 eV

natural (NBO) atomic charge list, values in e, 6 entries: atom 1 (C): -0.66, atom 2 (C): 0.10, atom 3 (C): -0.11, atom 4 (C): -0.08, atom 5 (C): -0.08, atom 6 (C): -0.31